Record 1
A structure of composition C21H27AsBrCoF4N3O2S. Source: the OMol25 dataset; level of theory: ωB97M-V/def2-TZVPD.

Computed properties:
multiplicity	4
HOMO-LUMO gap (alpha / beta)	0.2902 / 0.2887	Ha
HOMO energy (alpha / beta)	-7.50 / -7.53	eV
charge	0

```
61
C21H27AsBrCoF4N3O2S ωB97M-V/def2-TZVPD
Co 0.662 0.503 -0.749
C -1.498 2.528 -2.134
C -0.294 2.340 -3.043
N 0.467 1.088 -2.822
C 1.805 1.200 -3.450
C 2.813 1.932 -2.577
C -0.262 -0.069 -3.375
C 0.340 -1.404 -2.937
N 0.922 -1.254 -1.609
C 1.359 -2.329 -0.920
C 2.032 -2.115 0.302
F 2.189 -0.825 0.707
C 2.509 -3.114 1.109
F 3.123 -2.779 2.251
C 2.359 -4.445 0.771
C 1.702 -4.695 -0.414
F 1.504 -5.965 -0.799
C 1.208 -3.696 -1.229
F 0.550 -4.083 -2.345
H -1.907 3.528 -2.288
H -1.219 2.449 -1.082
H -2.293 1.807 -2.331
H 0.396 3.168 -2.887
H -0.611 2.371 -4.093
H 1.692 1.702 -4.418
H 2.169 0.191 -3.647
H 2.527 2.966 -2.379
H 3.790 1.936 -3.063
H 2.928 1.435 -1.612
H -0.285 -0.015 -4.470
H -1.288 -0.005 -3.016
H 1.095 -1.744 -3.655
H -0.469 -2.132 -2.966
H 2.737 -5.242 1.394
Br -1.952 5.747 4.640
C -1.311 4.185 3.793
C -1.703 2.943 4.271
N -1.284 1.803 3.720
C -0.467 1.896 2.670
C -0.029 3.090 2.131
C -0.459 4.272 2.710
C 0.880 3.115 0.933
O 1.364 4.169 0.573
O 1.048 1.969 0.343
H -2.373 2.869 5.120
H -0.129 0.976 2.222
H -0.120 5.221 2.313
C -0.362 -1.492 2.842
As -1.802 -1.584 1.573
C -1.870 -3.428 1.044
C -3.396 -1.277 2.597
S -1.774 -0.314 -0.108
H -0.332 -2.440 3.376
H -0.554 -0.679 3.537
H 0.580 -1.334 2.323
H -1.888 -4.059 1.933
H -0.993 -3.658 0.440
H -2.769 -3.586 0.453
H -3.540 -2.080 3.319
H -4.232 -1.235 1.904
H -3.286 -0.320 3.103
```

Record 2
A structure of composition C5H6BrF2I at a distorted geometry. Source: the OMol25 dataset; level of theory: ωB97M-V/def2-TZVPD.

Computed properties:
HOMO-LUMO gap (alpha / beta)	0.2830 / 0.2293	Ha
HOMO energy (alpha / beta)	-8.37 / -7.75	eV
charge	0

```
15
C5H6BrF2I ωB97M-V/def2-TZVPD
C -0.684 -1.520 -0.305
C -3.230 -0.365 0.485
C -0.934 -2.883 -0.078
C -0.301 -0.351 -0.526
C -3.766 -1.168 1.366
F -4.446 -0.933 2.517
F -4.011 -2.441 0.937
Br 1.262 4.665 1.463
I -2.517 1.564 0.796
H -1.306 -3.086 0.913
H -0.090 -3.439 -0.146
H -1.783 -3.285 -0.665
H 0.736 -0.254 -0.910
H -0.772 0.575 -0.224
H 1.221 3.473 2.276
```

Record 3
A structure of composition CH4O2P at a distorted geometry. Source: the OMol25 dataset; level of theory: ωB97M-V/def2-TZVPD.

Computed properties:
HOMO-LUMO gap	0.3145	Ha
HOMO energy	-3.87	eV
charge	-1

```
8
CH4O2P ωB97M-V/def2-TZVPD
C -0.045 -0.384 0.398
O -1.565 -0.969 -2.366
O 0.828 -0.097 -2.705
P -0.487 -0.049 -1.973
H 0.462 0.525 0.957
H -0.980 -0.371 0.922
H 0.378 -1.345 0.369
H -0.820 1.284 -2.050
```

Record 4
A structure of composition C30H39N3OSV at a distorted geometry. Source: the OMol25 dataset; level of theory: ωB97M-V/def2-TZVPD.

Computed properties:
multiplicity	4
HOMO-LUMO gap (alpha / beta)	0.0908 / 0.0800	Ha
HOMO energy (alpha / beta)	1.56 / 1.86	eV
charge	-2

```
75
C30H39N3OSV ωB97M-V/def2-TZVPD
V -0.497 -1.091 0.505
N -0.783 -2.718 4.405
N -0.783 3.107 1.419
C -0.293 -1.590 -1.546
C -1.583 -1.924 -1.027
C -1.392 -2.883 0.018
C -2.448 -3.360 0.911
H -3.424 -3.036 0.551
H -2.306 -2.800 2.132
H -2.385 -4.437 1.057
C 0.027 -3.037 0.229
C 0.671 -3.735 1.362
H 0.321 -4.772 1.442
H 0.427 -3.251 2.318
H 1.764 -3.710 1.250
C 0.703 -2.241 -0.758
C 2.173 -2.146 -0.955
H 2.689 -1.871 -0.025
H 2.410 -1.400 -1.721
H 2.586 -3.105 -1.294
C -2.880 -1.369 -1.497
H -3.331 -1.988 -2.286
H -2.742 -0.364 -1.915
H -3.595 -1.298 -0.671
C -0.077 -0.903 -2.847
H 0.927 -0.478 -2.924
H -0.810 -0.101 -2.991
H -0.193 -1.598 -3.694
C -0.232 -2.578 5.624
H -0.105 -3.479 6.226
C 0.165 -1.329 6.124
H 0.617 -1.287 7.111
C -0.050 -0.171 5.377
H 0.244 0.824 5.737
C -0.701 -0.293 4.161
H -0.952 0.555 3.519
C -1.072 -1.602 3.709
C -1.744 -1.720 2.413
H -2.490 -0.899 2.267
C -0.223 2.648 0.342
C -1.866 3.926 1.042
H -2.473 4.465 1.745
C -1.972 3.888 -0.320
H -2.644 4.393 -0.988
N -0.940 3.030 -0.772
C -0.576 2.702 -2.082
C -1.499 2.749 -3.153
C -0.956 2.871 -4.434
H -1.618 3.015 -5.285
C 0.422 2.784 -4.651
C 0.960 3.014 -6.022
H 1.851 2.405 -6.197
H 1.242 4.065 -6.160
H 0.211 2.773 -6.781
C 1.282 2.495 -3.589
H 2.339 2.333 -3.786
C 0.799 2.452 -2.280
C 1.687 2.164 -1.117
H 1.634 2.933 -0.317
H 2.727 2.102 -1.470
H 1.442 1.208 -0.629
C -2.981 2.590 -3.018
H -3.458 3.363 -2.410
H -3.272 1.603 -2.625
H -3.429 2.651 -4.021
C 2.658 -1.410 3.340
S 2.590 0.280 2.746
C 4.177 0.362 1.906
O 1.550 0.266 1.618
H 3.167 -1.391 4.313
H 3.215 -2.027 2.620
H 1.634 -1.789 3.470
H 4.320 -0.537 1.292
H 4.188 1.263 1.282
H 4.957 0.439 2.673
```

Record 5
A cluster of 2 separate species, C2H6N3O in total at a distorted geometry. Source: the OMol25 dataset; level of theory: ωB97M-V/def2-TZVPD.

Computed properties:
HOMO-LUMO gap	0.4274	Ha
HOMO energy	-15.23	eV
charge	+1

```
12
C2H6N3O ωB97M-V/def2-TZVPD
C -1.874 -0.180 0.067
C 2.337 0.442 -0.032
N 3.181 -0.359 -0.213
N -0.920 -1.073 0.185
N -1.524 1.081 -0.082
O 1.396 1.070 0.207
H -2.956 -0.430 0.166
H 0.027 -0.771 0.048
H 3.997 -0.867 -0.456
H -1.116 -2.067 0.429
H -2.045 1.905 -0.142
H -0.502 1.249 -0.177
```